Here is C30H30N8O7SSiTi as an isolated structure from the Open Molecules 2025 dataset. Energies are from the ωB97M-V functional and the def2-TZVPD basis.

Geometry as XYZ:
```
78
C30H30N8O7SSiTi the ωB97M-V functional and the def2-TZVPD basis
Ti -1.051 -0.212 0.087
N 6.694 1.232 5.757
C 5.573 1.383 4.932
C 4.312 1.605 5.486
C 3.193 1.705 4.677
C 3.328 1.583 3.305
C 4.569 1.353 2.739
C 5.688 1.255 3.549
S 1.349 0.318 2.322
O 2.214 1.722 2.475
O 0.710 0.042 3.601
N 0.220 0.958 1.274
C -0.670 1.913 1.670
N -0.532 2.748 2.695
C -1.554 3.563 2.914
C -2.723 3.561 2.158
C -2.778 2.650 1.123
N -1.755 1.850 0.869
H 6.616 1.681 6.655
H 7.573 1.444 5.312
H 4.208 1.692 6.561
H 2.208 1.867 5.092
H 4.651 1.256 1.664
H 6.660 1.072 3.106
H -1.439 4.248 3.748
H -3.544 4.228 2.369
H -3.653 2.552 0.489
O -4.567 -0.890 1.675
C -3.419 -1.022 2.026
O -2.384 -0.708 1.287
H -3.142 -1.349 3.037
C -3.944 1.261 -1.653
Si -2.080 1.077 -1.913
C -1.820 0.205 -3.558
C -1.224 2.747 -2.068
C -1.884 3.958 -1.846
C -1.221 5.173 -1.941
C 0.131 5.202 -2.252
C 0.809 4.011 -2.469
C 0.138 2.800 -2.376
H -4.460 0.614 -2.365
H -4.282 2.281 -1.844
H -4.274 0.974 -0.651
H -2.142 0.880 -4.356
H -2.418 -0.706 -3.629
H -0.775 -0.049 -3.733
H -2.939 3.966 -1.596
H -1.759 6.097 -1.768
H 0.655 6.147 -2.318
H 1.866 4.024 -2.703
H 0.693 1.880 -2.529
O 2.296 -1.373 -1.129
N 1.186 -1.071 -0.825
O 0.564 -1.578 0.170
O 0.490 -0.197 -1.451
C -3.893 -3.007 -2.003
C -3.295 -2.040 -1.222
N -1.962 -1.843 -1.222
C -1.220 -2.628 -1.999
C -1.728 -3.652 -2.786
C -3.104 -3.821 -2.801
C -0.843 -4.471 -3.635
C 0.356 -4.979 -3.347
C 1.092 -4.980 -2.066
C 2.470 -5.157 -2.068
C 3.106 -5.181 -0.839
N 2.446 -5.060 0.308
C 1.131 -4.899 0.200
N 0.418 -4.857 -0.918
H -4.968 -3.115 -1.981
H -3.886 -1.390 -0.598
H -0.162 -2.433 -2.030
H -3.551 -4.587 -3.422
H -1.225 -4.662 -4.632
H 0.877 -5.488 -4.152
H 3.023 -5.267 -2.990
H 4.180 -5.309 -0.770
H 0.579 -4.795 1.127
```

Calculated values
* E_tot: -3663.0988 Eh
* 2S+1: 1
* gap between HOMO and LUMO: 0.2653 Ha
* E_HOMO: -7.7 eV


Here is one molecule with the formula C7H8S2 at a distorted geometry from the Open Molecules 2025 dataset. Energies are from the ωB97M-V functional and the def2-TZVPD basis.

Geometry as XYZ:
```
17
C7H8S2 the ωB97M-V functional and the def2-TZVPD basis
C -2.896 0.084 0.521
C -1.781 0.736 0.271
C -1.395 1.508 -0.965
S -2.419 1.839 -2.432
C -1.017 0.794 -2.202
S 0.725 0.962 -3.064
C 1.514 0.377 -1.717
C 2.192 -0.078 -0.888
C 2.998 -0.710 0.072
H -3.006 -0.554 1.448
H -3.675 0.039 -0.246
H -0.837 0.607 0.833
H -0.557 2.217 -0.800
H -1.201 -0.322 -2.381
H 3.717 -1.303 -0.359
H 2.467 -1.559 0.731
H 3.561 -0.067 0.763
```

Calculated values
* E_tot: -1067.7510 Eh
* 2S+1: 1
* SMILES: C=C[C@@H]1S[C@H]1SC#CC
* gap between HOMO and LUMO: 0.3428 Ha
* E_HOMO: -8.6 eV


Here is C33H37AuIN8O5 as an isolated structure from the Open Molecules 2025 dataset. Energies are from the ωB97M-V functional and the def2-TZVPD basis.

Geometry as XYZ:
```
85
C33H37AuIN8O5 the ωB97M-V functional and the def2-TZVPD basis
Au 0.150 -0.154 0.141
C 0.147 6.565 3.494
O -0.552 5.475 2.915
C -0.928 5.604 1.608
C -0.649 6.701 0.807
C -1.078 6.711 -0.516
C -1.792 5.646 -1.037
C -2.084 4.556 -0.229
C -1.641 4.522 1.078
N -1.894 3.400 1.899
C -1.549 2.116 1.509
N -2.332 1.172 2.024
C -2.271 -0.241 1.992
C -1.318 -0.976 1.323
C -1.390 -2.371 1.387
C -2.391 -3.000 2.102
C -3.360 -2.255 2.769
C -3.302 -0.875 2.711
O -4.194 -0.033 3.311
C -5.284 -0.614 4.014
N -0.568 1.926 0.665
C 0.524 2.789 0.615
C 0.878 3.419 -0.575
C 1.967 4.267 -0.614
C 2.722 4.466 0.538
C 2.406 3.821 1.727
C 1.310 2.967 1.770
O 0.911 2.269 2.859
C 1.642 2.451 4.062
H 0.316 6.299 4.534
H -0.446 7.481 3.446
H 1.105 6.721 2.991
H -0.094 7.541 1.196
H -0.854 7.568 -1.137
H -2.132 5.660 -2.062
H -2.640 3.712 -0.619
H -1.884 3.562 2.896
H -3.176 1.530 2.452
H -0.670 -2.972 0.846
H -2.435 -4.081 2.141
H -4.146 -2.752 3.313
H -5.845 0.212 4.438
H -4.929 -1.268 4.812
H -5.922 -1.177 3.327
H 0.279 3.225 -1.454
H 2.224 4.778 -1.531
H 3.574 5.132 0.516
H 3.010 3.990 2.606
H 1.169 1.810 4.800
H 1.592 3.492 4.389
H 2.685 2.154 3.932
C 3.340 1.145 -3.295
N 3.883 0.331 -2.213
C 5.321 0.124 -2.169
C 3.055 -0.045 -1.203
N 1.840 0.356 -1.103
N 3.647 -0.897 -0.271
C 3.064 -1.601 0.769
N 3.899 -2.540 1.300
N 1.887 -1.344 1.204
H 4.024 1.090 -4.137
H 3.223 2.189 -2.994
H 2.374 0.762 -3.622
H 5.784 0.785 -2.896
H 5.604 -0.901 -2.425
H 5.740 0.394 -1.197
H 1.515 0.939 -1.870
H 4.595 -1.162 -0.476
H 4.661 -2.920 0.766
H 3.546 -3.117 2.043
H 1.588 -1.970 1.943
I -4.969 -0.951 -7.401
C -3.699 -0.467 -5.831
C -3.820 -1.133 -4.618
C -2.964 -0.814 -3.577
C -1.986 0.158 -3.747
C -1.880 0.822 -4.965
C -2.736 0.518 -6.010
C -1.028 0.512 -2.657
O -0.090 1.281 -2.872
O -1.295 -0.048 -1.524
H -4.577 -1.892 -4.489
H -3.053 -1.317 -2.624
H -1.119 1.582 -5.080
H -2.657 1.039 -6.953
```

Calculated values
* E_tot: -2527.0987 Eh
* 2S+1: 3
* total charge: +1
* gap between HOMO and LUMO (spin up / spin down): 0.2793 / 0.1958 Ha
* E_HOMO (spin up / spin down): -9.6 / -10.2 eV